a.
Below is C3H4O4 in the gas phase, with properties calculated with ωB97M-V with the def2-TZVPD basis set.

Each line ends with the Löwdin charge.
Positions of all 11 atoms, in Å:
O 2.60708 -0.02591 -0.10321  0.20
C 1.44501 -0.00948 0.10379  -0.55
O 0.69957 1.01862 -0.37565  0.04
C -0.63508 1.06753 0.22744  -0.16
O -1.54920 -0.00411 -0.10818  -0.05
C -0.56764 -1.10145 -0.35266  -0.11
O 0.53845 -0.97002 0.53868  0.01
H -0.99489 2.14315 0.07324  0.16
H -0.51145 1.07527 1.40035  0.17
H -1.05026 -1.94537 -0.02958  0.11
H 0.01840 -1.24822 -1.37422  0.19

The calculation puts the LUMO energy at 0.8 eV. For the HOMO-LUMO gap, the calculation gives 11.643 eV.

b.
Below is C3H4O4 in the gas phase, with properties calculated with ωB97M-V with the def2-TZVPD basis set.

Each line ends with the Löwdin charge.
Positions of all 11 atoms, in Å:
C -1.67527 0.06238 0.35892  0.05
C -0.35620 0.86046 0.22480  -0.42
O -0.02569 1.84742 0.78624  0.19
O 0.47457 0.27894 -0.82372  0.14
C 1.25661 -0.48791 -0.15497  -0.64
O 1.10142 -0.99244 0.94321  0.13
O 2.33508 -0.85649 -0.89398  0.15
H -2.37964 0.73371 0.88097  0.10
H -1.21714 -0.64239 1.00066  0.07
H -2.05672 -0.34973 -0.59946  0.11
H 2.54296 -0.45396 -1.72268  0.11

The calculation puts the LUMO energy at 0.5 eV. For the HOMO-LUMO gap, the calculation gives 11.929 eV.

Calculated relative energies: a 166.3; b 0.0, given in kJ/mol

a.
Below is 2 unconnected molecules or ions with the total composition C4H11NO2S, with properties calculated with ωB97M-V with the def2-TZVPD basis set.

Each line ends with the Löwdin charge.
Positions of all 19 atoms, in Å:
C 0.71570 -0.84978 3.01475  -0.09
N 0.10075 0.27432 2.32431  0.02
C 0.02978 0.50328 0.97196  -0.49
O -0.63776 1.40741 0.51753  0.04
C 0.88658 -0.38261 0.06939  -0.17
C 0.14874 -0.61647 -1.25998  -0.51
S 1.29812 -0.56689 -2.72449  0.67
H 0.75374 -1.79487 2.46506  0.08
H 1.75161 -0.66816 3.29808  0.08
H 0.06307 -1.03506 3.86902  0.09
H -0.48320 0.85390 2.90805  0.14
H 1.12442 -1.35830 0.49312  0.09
H 1.89167 0.03018 -0.05518  0.11
H -0.26776 -1.62136 -1.24965  0.07
H -0.58571 0.14613 -1.48315  0.06
H 1.16221 0.74859 -2.98243  -0.15
O -3.28770 0.75230 -0.05076  -0.06
H -2.82510 0.50567 0.74495  0.01
H -3.17651 1.70301 -0.10570  0.03

The calculation puts the LUMO energy at 0.6 eV. For the HOMO-LUMO gap, the calculation gives 9.622 eV.

b.
Below is 2 unconnected molecules or ions with the total composition C4H11NO2S, with properties calculated with ωB97M-V with the def2-TZVPD basis set.

Each line ends with the Löwdin charge.
Positions of all 19 atoms, in Å:
O 2.33978 -2.26216 -0.65249  0.02
C 2.02965 -1.10656 -0.81037  -0.37
N 0.76134 -0.67322 -1.06526  0.00
C 0.53068 0.72882 -1.37240  -0.24
C -0.20266 1.48572 -0.30249  -0.25
C -1.63536 1.00687 0.04280  -0.58
S -2.05632 -0.71853 0.15799  0.74
H 2.77352 -0.32021 -0.71713  0.13
H 0.15530 -1.31209 -1.54813  0.12
H 1.46842 1.27046 -1.58543  0.12
H -0.05426 0.83589 -2.28825  0.12
H 0.40444 1.49030 0.60184  0.11
H -0.32242 2.53081 -0.62323  0.12
H -1.89485 1.56634 0.92328  0.06
H -2.25982 1.45671 -0.73054  0.07
H -0.90943 -1.15889 0.68598  -0.16
O -0.41068 -1.35551 3.37585  -0.07
H -1.12654 -1.84912 2.95848  0.02
H 0.40919 -1.61562 2.94949  0.03

The calculation puts the LUMO energy at 0.6 eV. For the HOMO-LUMO gap, the calculation gives 9.788 eV.

c.
Below is 2 unconnected molecules or ions with the total composition C4H11NO2S, with properties calculated with ωB97M-V with the def2-TZVPD basis set.

Each line ends with the Löwdin charge.
Positions of all 19 atoms, in Å:
O -0.73142 -2.02675 1.60255  0.04
C -0.05895 -1.82532 0.64410  -0.38
N -0.56448 -1.62086 -0.65850  0.02
C 0.31151 -0.87467 -1.53968  -0.25
C -0.20706 0.55858 -1.46131  -0.29
C 0.96457 1.53008 -1.31730  -0.51
S 1.54537 1.40688 0.44471  0.69
H 0.98493 -2.04463 0.72125  0.12
H -1.60695 -1.40592 -0.65779  0.17
H 1.33066 -1.02179 -1.37537  0.09
H 0.36000 -1.27855 -2.52888  0.11
H -1.00067 0.53860 -2.29945  0.14
H -0.99023 0.91323 -0.75910  0.09
H 1.93696 1.31109 -1.89967  0.09
H 0.74276 2.57129 -1.42374  0.05
H 1.54947 2.68758 0.78808  -0.17
O -2.53068 0.68869 1.56409  -0.09
H -2.33830 -0.22506 1.91653  0.04
H -1.70667 1.16247 1.72434  0.02

The calculation puts the LUMO energy at 0.6 eV. For the HOMO-LUMO gap, the calculation gives 10.042 eV.

d.
Below is 2 unconnected molecules or ions with the total composition C4H11NO2S, with properties calculated with ωB97M-V with the def2-TZVPD basis set.

Each line ends with the Löwdin charge.
Positions of all 19 atoms, in Å:
C 0.00000 0.00000 0.00000  -0.08
N -0.51614 -0.41958 -1.26363  -0.01
C 0.13019 -0.83211 -2.35118  -0.51
O 1.36370 -0.84352 -2.43008  0.04
C -0.74906 -1.25466 -3.55793  -0.20
C -1.08366 -2.75176 -3.54856  -0.56
S -2.25352 -3.18551 -4.92256  0.67
H 0.42324 0.99811 -0.20314  0.09
H 0.77275 -0.61702 0.48862  0.09
H -0.85039 0.11292 0.69332  0.09
H -1.53684 -0.41624 -1.33220  0.15
H -1.57336 -0.52137 -3.64883  0.12
H -0.09249 -1.13416 -4.44102  0.12
H -1.40260 -2.99254 -2.51621  0.08
H -0.13999 -3.29617 -3.74489  0.08
H -2.06126 -4.49400 -4.65164  -0.14
O 4.60321 -1.69657 0.10559  -0.09
H 3.70425 -1.40252 -0.16580  0.03
H 4.61397 -1.59087 1.08383  0.04

The calculation puts the LUMO energy at 0.5 eV. For the HOMO-LUMO gap, the calculation gives 9.899 eV.

Calculated relative energies: a 0.0; b 20.1; c 134.8; d 14.2, given in kJ/mol

a.
Below is a molecular structure, C44H41CrI2N8O7PS3, with properties calculated with ωB97M-V with the def2-TZVPD basis set.

Each line ends with the Löwdin spin population.
Positions of all 107 atoms, in Å:
Cr -0.29899 0.60563 0.33884  1.00
N 1.22984 1.80384 -2.05470  0.00
P 1.89474 1.10731 -0.59377  -0.01
C 2.91418 2.55425 -0.15878  0.00
C 4.18770 2.77268 -0.67787  0.00
C 4.84555 3.96611 -0.40947  0.00
C 4.23431 4.94325 0.36540  0.00
C 2.95465 4.73658 0.86470  0.00
C 2.29441 3.54744 0.59918  0.00
C 3.10403 -0.03594 -1.33216  0.00
C 3.90342 -0.76799 -0.44992  0.00
C 4.94418 -1.54986 -0.92569  0.00
C 5.19316 -1.61857 -2.28960  0.00
C 4.38285 -0.92141 -3.17411  0.00
C 3.34251 -0.13256 -2.70151  0.00
C 0.03187 2.47497 -1.98295  0.00
C -0.23632 3.53466 -2.85399  0.00
C -1.42246 4.21789 -2.73619  0.01
C -2.32191 3.83695 -1.74166  0.00
C -2.00751 2.76549 -0.94915  0.00
N -0.85839 2.06268 -1.05947  0.00
H 1.90046 2.27423 -2.64677  0.00
H 4.67619 2.01482 -1.27987  0.00
H 5.84076 4.12981 -0.80271  0.00
H 4.75682 5.86809 0.57520  0.00
H 2.47393 5.49680 1.46817  0.00
H 1.29429 3.37780 0.97598  0.00
H 3.70270 -0.71213 0.61226  0.00
H 5.56681 -2.10023 -0.23240  0.00
H 6.01997 -2.20951 -2.66237  0.00
H 4.56840 -0.98085 -4.23969  0.00
H 2.73258 0.40692 -3.41319  0.00
H 0.50414 3.81315 -3.59235  0.00
H -1.64480 5.04456 -3.39877  0.00
H -3.24704 4.37085 -1.58118  0.00
H -2.69385 2.44030 -0.18252  0.00
I -2.01968 -2.07179 3.36909  0.00
C -0.12055 -1.37975 3.90574  -0.01
C 0.31879 -1.64013 5.20985  0.00
C 1.53771 -1.20168 5.62141  -0.01
I 2.12926 -1.65238 7.58289  0.00
C 2.36940 -0.46801 4.74458  0.00
C 3.62480 0.04695 5.13047  0.00
C 4.36056 0.77000 4.24523  0.00
C 3.85231 0.96292 2.95447  0.00
N 2.69454 0.49724 2.53916  0.00
C 1.92658 -0.20551 3.41418  0.00
C 0.64070 -0.70044 2.96691  0.01
O 0.17825 -0.54948 1.73769  0.02
H -0.32465 -2.18974 5.88253  0.00
H 3.98995 -0.14703 6.12957  0.00
H 5.31990 1.18692 4.52188  0.00
H 4.43476 1.52218 2.23448  0.00
O 0.95669 3.23270 3.66099  0.00
C -0.26432 3.37954 4.22457  0.00
C -0.34803 4.16103 5.37415  0.00
C -1.55988 4.33758 6.00864  0.00
C -2.71357 3.72746 5.51857  0.00
C -2.63823 2.94787 4.38468  0.00
C -1.42168 2.76872 3.71436  0.00
C -1.37630 1.96861 2.47513  0.00
O -0.31057 2.03865 1.71258  -0.01
N -2.40279 1.23548 2.15748  0.00
N -2.21537 0.58789 0.93782  0.00
C -3.31935 0.09093 0.47938  0.00
S -3.47111 -0.55637 -1.11581  0.00
C -5.28431 -0.66607 -1.06818  0.00
C -5.69060 -0.95708 0.35808  0.00
S -4.76239 0.15827 1.45327  0.00
H 0.84955 2.68747 2.86284  0.00
H 0.55916 4.61977 5.74798  0.00
H -1.61155 4.95528 6.89665  0.00
H -3.66157 3.86932 6.02125  0.00
H -3.51633 2.46091 3.98322  0.00
H -5.55687 -1.47229 -1.74703  0.00
H -5.68828 0.28157 -1.42020  0.00
H -5.45776 -1.98437 0.63449  0.00
H -6.75181 -0.76771 0.51205  0.00
C -4.83570 -5.55482 -5.17434  0.00
C -3.55552 -4.75358 -5.38859  0.00
S -2.58381 -4.83358 -3.88764  0.00
O -3.21958 -3.98207 -2.90978  0.00
O -2.31777 -6.20088 -3.54215  0.00
C -1.02634 -4.07302 -4.37658  0.00
C 0.00647 -3.96317 -3.24642  0.00
N -0.28537 -3.11424 -2.07640  0.00
C -0.20727 -1.76910 -2.06301  0.00
N -0.43546 -1.27555 -0.84336  0.00
C -0.77940 -2.35353 -0.06301  0.00
C -0.67777 -3.48357 -0.79884  0.00
N -0.86587 -4.82155 -0.30668  0.00
O -0.33640 -5.74043 -0.91036  0.00
O -1.54262 -4.92981 0.69261  0.00
C 0.09298 -0.99281 -3.29025  0.00
H -5.47130 -5.48879 -6.05462  0.00
H -5.39090 -5.17335 -4.31722  0.00
H -4.59796 -6.60048 -4.98530  0.00
H -3.74568 -3.69341 -5.55826  0.00
H -2.94486 -5.16429 -6.19417  0.00
H -1.26283 -3.11376 -4.83959  0.00
H -0.62415 -4.76508 -5.11825  0.00
H 0.92485 -3.56807 -3.67593  0.00
H 0.20517 -4.96015 -2.87484  0.00
H -1.03266 -2.27436 0.97934  0.00
H 0.96828 -1.39601 -3.80129  0.00
H 0.27620 0.04102 -3.02675  0.00
H -0.75321 -1.02498 -3.98240  0.00

As for the spin multiplicity: 2. The calculation puts the LUMO energy (spin up / spin down) at -3.8 / -3.1 eV. As for the net charge: +1. For the HOMO-LUMO gap (spin up / spin down), the calculation gives 5.970 / 6.662 eV.

b.
Below is a molecular structure, C44H41CrI2N8O7PS3, with properties calculated with ωB97M-V with the def2-TZVPD basis set.

Each line ends with the Löwdin spin population.
Positions of all 107 atoms, in Å:
Cr 0.71222 0.08006 0.30763  1.01
N 0.79941 1.64000 3.68416  0.00
P 1.26976 1.84027 2.06479  -0.01
C 3.08100 1.98847 2.15929  0.00
C 3.77836 0.99136 2.84376  0.00
C 5.16281 1.01496 2.88712  0.00
C 5.86002 2.03286 2.24715  0.00
C 5.17159 3.02315 1.56327  0.00
C 3.78382 3.00157 1.51343  0.00
C 0.72124 3.52419 1.66824  0.00
C 0.47135 4.49206 2.64163  0.00
C 0.12182 5.78200 2.27618  0.00
C 0.04269 6.12748 0.93417  0.00
C 0.32200 5.18250 -0.04019  0.00
C 0.65493 3.88437 0.32225  0.00
C 0.54301 0.43820 4.32038  0.00
C 0.10467 0.44791 5.65213  0.00
C -0.18298 -0.75328 6.25357  0.00
C -0.04338 -1.93217 5.52184  0.00
C 0.39424 -1.82988 4.22066  0.00
N 0.70188 -0.67443 3.61669  0.00
H 0.80636 2.44558 4.28838  0.00
H 3.23857 0.18690 3.33323  0.00
H 5.69861 0.23802 3.41682  0.00
H 6.94128 2.05244 2.28413  0.00
H 5.71216 3.81590 1.06316  0.00
H 3.25896 3.77180 0.96234  0.00
H 0.55435 4.26879 3.69728  0.00
H -0.07925 6.52143 3.03967  0.00
H -0.22516 7.13679 0.65113  0.00
H 0.28506 5.45327 -1.08744  0.00
H 0.89381 3.15845 -0.44087  0.00
H -0.01600 1.38521 6.18026  0.00
H -0.52132 -0.77816 7.28127  0.00
H -0.25843 -2.89861 5.95324  0.00
H 0.50784 -2.72684 3.62216  0.00
I 4.04005 2.89292 -2.26814  0.00
C 4.31570 1.19782 -1.11131  -0.01
C 5.61146 0.65238 -0.94542  0.00
C 5.82652 -0.45969 -0.17961  0.00
I 7.77326 -1.14879 0.06758  0.00
C 4.73426 -1.10601 0.46792  0.00
C 4.79397 -2.28909 1.23885  0.00
C 3.64851 -2.81470 1.77189  0.00
C 2.42513 -2.14791 1.57826  0.00
N 2.34810 -1.03181 0.89766  0.00
C 3.46846 -0.52750 0.31307  0.00
C 3.24737 0.62705 -0.48059  0.01
O 1.99547 1.09562 -0.53089  -0.01
H 6.44472 1.14307 -1.42911  0.00
H 5.74852 -2.77325 1.39721  0.00
H 3.66663 -3.73126 2.34359  0.00
H 1.49768 -2.54207 1.97230  0.00
O -2.22818 -4.31259 -1.33833  0.00
C -1.21380 -4.18402 -2.21722  0.00
C -1.17071 -5.09112 -3.27574  0.00
C -0.16279 -5.01995 -4.21438  0.00
C 0.83135 -4.04752 -4.12078  0.00
C 0.79295 -3.14762 -3.07905  0.00
C -0.22406 -3.19146 -2.11721  0.00
C -0.21794 -2.18184 -1.04529  0.00
O 0.68450 -1.26572 -1.07735  0.00
N -1.09952 -2.25309 -0.08071  0.00
N -0.96995 -1.18011 0.81969  -0.01
C -1.97380 -1.12434 1.62835  0.01
S -3.32831 -2.21562 1.44577  0.01
C -4.25476 -1.56897 2.86030  0.00
C -3.94192 -0.09157 2.98253  0.00
S -2.14043 0.05274 2.90349  0.00
H -2.10321 -3.64114 -0.63362  0.00
H -1.94109 -5.84862 -3.33092  0.00
H -0.14560 -5.73259 -5.02894  0.00
H 1.62500 -4.00327 -4.85318  0.00
H 1.55316 -2.38402 -2.98231  0.00
H -3.96365 -2.10781 3.76150  0.00
H -5.31182 -1.74423 2.66439  0.00
H -4.24784 0.30951 3.94807  0.00
H -4.39915 0.49713 2.18831  0.00
C -4.40818 -3.08395 -4.77379  0.00
C -5.20217 -1.85143 -5.16447  0.00
S -4.25459 -0.35470 -5.18874  0.00
O -5.08930 0.69973 -5.69910  0.00
O -2.96734 -0.61214 -5.78810  0.00
C -3.93368 0.01700 -3.47015  0.00
C -3.11000 1.30084 -3.44026  0.00
N -2.40285 1.45254 -2.16574  0.00
C -1.11686 1.09244 -1.97398  0.00
N -0.77301 1.24311 -0.69119  0.00
C -1.86332 1.74042 -0.04151  0.00
C -2.88087 1.84241 -0.92900  0.00
N -4.21967 2.26885 -0.66193  0.00
O -4.47641 2.54834 0.49370  0.00
O -5.00602 2.30543 -1.58864  0.00
C -0.20467 0.70118 -3.08075  0.00
H -5.01816 -3.97137 -4.94070  0.00
H -4.12001 -3.07682 -3.72134  0.00
H -3.50516 -3.16494 -5.37652  0.00
H -6.05067 -1.65696 -4.50593  0.00
H -5.58718 -1.90604 -6.18512  0.00
H -3.37160 -0.82217 -3.05291  0.00
H -4.88379 0.13636 -2.95115  0.00
H -3.73069 2.17155 -3.61436  0.00
H -2.34452 1.25915 -4.21187  0.00
H -1.86860 2.00085 1.00002  0.00
H -0.48581 -0.25617 -3.52462  0.00
H 0.80818 0.62727 -2.69882  0.00
H -0.23461 1.45766 -3.86661  0.00

As for the spin multiplicity: 2. The calculation puts the LUMO energy (spin up / spin down) at -3.7 / -3.1 eV. As for the net charge: +1. For the HOMO-LUMO gap (spin up / spin down), the calculation gives 6.731 / 7.278 eV.

Calculated relative energies: a 83.3; b 0.0, given in kJ/mol